Record 1
{"formula": "C5H15N3", "method": "ωB97M-V/def2-TZVPD", "symbols": ["C", "C", "C", "C", "C", "N", "N", "N", "H", "H", "H", "H", "H", "H", "H", "H", "H", "H", "H", "H", "H", "H", "H"], "positions_angstrom": [[-0.929, -0.501, -0.283], [-0.245, 1.767, 0.089], [1.952, -1.121, 0.786], [-2.783, 0.684, 0.586], [2.062, 0.106, -1.257], [-0.597, 0.450, 0.575], [1.261, -0.740, -0.418], [-1.291, -1.752, 0.120], [-1.080, -0.295, -1.343], [-1.273, -2.465, -0.593], [-0.943, -2.041, 1.023], [0.797, 1.960, 0.349], [-0.368, 1.885, -0.994], [2.838, -1.738, 0.554], [2.307, -0.263, 1.383], [2.881, -0.474, -1.719], [1.470, 0.520, -2.078], [-3.391, -0.187, 0.375], [-2.955, 1.517, -0.087], [-2.715, 0.937, 1.636], [-0.847, 2.527, 0.591], [1.300, -1.721, 1.428], [2.550, 0.945, -0.724]], "relative_energy_kj_mol": 595.1, "gap_ev": [6.5, 8.8], "energy_ha": -363.560445, "e_homo_ha": [-0.2235, -0.2847]}

***

Record 2
{"formula": "C5H15N3", "method": "ωB97M-V/def2-TZVPD", "symbols": ["C", "C", "C", "C", "C", "N", "N", "N", "H", "H", "H", "H", "H", "H", "H", "H", "H", "H", "H", "H", "H", "H", "H"], "positions_angstrom": [[1.462, -0.429, -2.533], [0.999, -0.516, -1.102], [-0.146, 0.410, -0.717], [-0.976, -0.047, 0.424], [-0.700, 0.454, 1.714], [-1.765, 0.709, 2.780], [-2.162, -0.717, 0.095], [2.140, -0.181, -0.160], [1.448, 0.585, -2.943], [2.508, -0.741, -2.662], [0.834, -1.058, -3.152], [0.737, -1.541, -0.842], [-0.756, 0.627, -1.618], [0.228, 1.420, -0.541], [0.191, 0.996, 1.982], [-2.663, 0.299, 2.522], [-1.849, 1.717, 2.991], [-1.461, 0.240, 3.625], [-2.375, -1.016, -0.841], [-2.881, -0.904, 0.765], [2.868, -0.906, -0.170], [1.769, -0.123, 0.795], [2.548, 0.721, -0.413]], "relative_energy_kj_mol": 181.9, "gap_ev": [4.1, 7.7], "energy_ha": -363.399074, "multiplicity": 2, "total_charge": 1, "e_homo_ha": [-0.2583, -0.3890]}

***

Record 3
{"formula": "C5H15N3", "method": "ωB97M-V/def2-TZVPD", "symbols": ["N", "C", "N", "C", "C", "C", "C", "N", "H", "H", "H", "H", "H", "H", "H", "H", "H", "H", "H", "H", "H", "H", "H"], "positions_angstrom": [[2.599, -2.599, 2.583], [1.503, -2.391, 1.878], [1.136, -1.144, 1.681], [-0.119, -0.681, 1.109], [0.050, 0.580, 0.297], [-1.192, 0.867, -0.626], [-0.867, 1.124, -2.150], [-1.536, 2.387, -2.692], [2.990, -3.502, 2.800], [3.132, -1.824, 2.958], [0.906, -3.265, 1.548], [1.797, -0.403, 1.872], [-0.941, -0.756, 1.848], [-0.699, -1.436, 0.578], [0.926, 0.429, -0.358], [0.221, 1.400, 0.994], [-1.936, 1.529, -0.170], [-1.631, -0.127, -0.752], [-1.290, 0.322, -2.728], [0.186, 1.272, -2.281], [-1.023, 3.018, -3.307], [-1.801, 2.990, -1.891], [-2.411, 2.207, -3.191]], "relative_energy_kj_mol": 106.1, "gap_ev": 11.4, "energy_ha": -363.173718, "total_charge": 2, "smiles": "[NH2+]=CNCCCC[NH3+]", "e_homo_ha": -0.6439}

***

Record 4
{"formula": "C5H15N3", "method": "ωB97M-V/def2-TZVPD", "symbols": ["C", "C", "C", "C", "C", "N", "N", "N", "H", "H", "H", "H", "H", "H", "H", "H", "H", "H", "H", "H", "H", "H", "H"], "positions_angstrom": [[1.632, -1.386, 1.081], [1.329, -0.793, -0.307], [-0.215, -0.569, -0.582], [-0.930, 0.510, 0.223], [-1.136, 1.758, -0.423], [-2.107, 2.784, 0.018], [-1.452, 0.201, 1.391], [1.826, -1.728, -1.391], [2.092, -0.633, 1.714], [0.696, -1.580, 1.598], [2.204, -2.307, 1.020], [1.779, 0.168, -0.505], [-0.674, -1.501, -0.252], [-0.430, -0.449, -1.639], [-0.696, 1.997, -1.383], [-2.956, 2.316, 0.351], [-2.341, 3.501, -0.688], [-1.724, 3.339, 0.804], [-1.042, -0.529, 1.976], [-1.858, 0.937, 1.968], [2.220, -1.285, -2.231], [1.179, -2.454, -1.717], [2.603, -2.297, -1.025]], "relative_energy_kj_mol": 0.0, "gap_ev": [11.5, 8.2], "energy_ha": -362.561246, "multiplicity": 2, "total_charge": 3, "e_homo_ha": [-0.8731, -0.8807]}

***

Record 5
{"formula": "C5H15N3O3P", "method": "ωB97M-V/def2-TZVPD", "symbols": ["C", "C", "C", "C", "C", "N", "N", "N", "O", "O", "O", "P", "H", "H", "H", "H", "H", "H", "H", "H", "H", "H", "H", "H", "H", "H", "H"], "positions_angstrom": [[-3.808, -0.341, 0.405], [1.621, -2.469, 0.728], [2.681, 2.887, -1.482], [0.928, -1.400, -0.062], [3.641, 2.002, -0.739], [-4.860, -0.911, -0.259], [-3.769, -0.558, 1.769], [-2.778, 0.149, -0.153], [1.728, -0.268, -0.276], [3.123, 1.591, 0.623], [-1.671, 0.442, 0.582], [2.160, 0.433, 1.046], [0.836, -3.325, 0.942], [2.395, -2.884, 0.118], [1.858, -2.128, 1.794], [2.492, 3.752, -0.802], [3.240, 3.243, -2.320], [1.824, 2.326, -1.760], [0.019, -1.112, 0.536], [0.577, -1.682, -1.039], [4.651, 2.241, -0.576], [3.858, 1.093, -1.328], [-5.249, -1.670, 0.290], [-4.783, -0.989, -1.248], [-4.708, -0.698, 1.975], [-3.241, -0.110, 2.476], [-2.766, 0.387, -1.237]], "relative_energy_kj_mol": 351.3, "gap_ev": 5.4, "energy_ha": -930.517954, "total_charge": 1, "e_homo_ha": -0.3823}

***

Record 6
{"formula": "C5H15N4O", "method": "ωB97M-V/def2-TZVPD", "symbols": ["C", "C", "C", "O", "N", "H", "H", "H", "H", "H", "H", "H", "C", "C", "N", "N", "N", "H", "H", "H", "H", "H", "H", "H", "H"], "positions_angstrom": [[1.286, -1.750, 0.099], [0.061, -2.403, 0.705], [1.697, -0.488, 0.780], [1.227, 0.601, 0.402], [2.377, -0.581, 1.920], [1.990, -2.530, 0.329], [1.271, -1.570, -0.957], [0.184, -3.574, 0.767], [2.477, 0.191, 2.586], [2.540, -1.492, 2.330], [-0.954, -2.294, 0.288], [-0.089, -2.170, 1.776], [-1.626, -0.187, -1.539], [-0.803, 1.899, -0.735], [-0.620, 0.787, -1.478], [-1.735, 2.068, 0.224], [0.094, 2.908, -0.676], [0.296, 0.525, -1.845], [-2.650, 1.682, 0.402], [-1.863, 3.071, 0.358], [0.875, 3.254, -1.224], [0.063, 3.592, 0.097], [-2.138, -0.502, -0.552], [-1.376, -1.171, -2.028], [-2.583, 0.134, -2.029]], "relative_energy_kj_mol": 116.2, "gap_ev": [11.2, 5.6], "energy_ha": -493.084297, "multiplicity": 2, "total_charge": 2, "e_homo_ha": [-0.6715, -0.6591]}

***

Copy entry 4 word for word.
{"formula": "C5H15N3", "method": "ωB97M-V/def2-TZVPD", "symbols": ["C", "C", "C", "C", "C", "N", "N", "N", "H", "H", "H", "H", "H", "H", "H", "H", "H", "H", "H", "H", "H", "H", "H"], "positions_angstrom": [[1.632, -1.386, 1.081], [1.329, -0.793, -0.307], [-0.215, -0.569, -0.582], [-0.930, 0.510, 0.223], [-1.136, 1.758, -0.423], [-2.107, 2.784, 0.018], [-1.452, 0.201, 1.391], [1.826, -1.728, -1.391], [2.092, -0.633, 1.714], [0.696, -1.580, 1.598], [2.204, -2.307, 1.020], [1.779, 0.168, -0.505], [-0.674, -1.501, -0.252], [-0.430, -0.449, -1.639], [-0.696, 1.997, -1.383], [-2.956, 2.316, 0.351], [-2.341, 3.501, -0.688], [-1.724, 3.339, 0.804], [-1.042, -0.529, 1.976], [-1.858, 0.937, 1.968], [2.220, -1.285, -2.231], [1.179, -2.454, -1.717], [2.603, -2.297, -1.025]], "relative_energy_kj_mol": 0.0, "gap_ev": [11.5, 8.2], "energy_ha": -362.561246, "multiplicity": 2, "total_charge": 3, "e_homo_ha": [-0.8731, -0.8807]}